DFT (the ωB97M-V functional and the def2-TZVPD basis) results for a molecular structure, C4H6IN2 in a non-equilibrium geometry.

Total charge = +1
HOMO-LUMO gap (alpha / beta) = 8.04 / 8.04 eV

```
13
C4H6IN2, DFT the ωB97M-V functional and the def2-TZVPD basis
C -0.4736 2.2018 1.3509
C -0.7648 0.8835 1.3764
C 0.7938 1.7867 0.5889
C 1.0362 -0.5043 -0.4208
N 0.4565 0.5562 0.5867
N 0.1316 -0.9477 -1.3281
I 2.5489 2.8207 0.1439
H -1.1342 2.9335 1.8427
H -1.3567 0.1431 1.9003
H 1.5295 -1.3261 0.2678
H 1.8900 0.0441 -0.8141
H -0.4326 -1.8448 -1.2111
H -0.4204 -0.1403 -1.6949
```

What are the Mulliken partial charges on each atom? They are as follows, in elementary charge units: -0.408, -0.181, 0.081, -0.318, 0.054, -0.457, 0.379, 0.386, 0.376, 0.330, 0.231, 0.279, 0.248

DFT (the ωB97M-V functional and the def2-TZVPD basis) results for a molecular structure, C30H45BrN2NiP2S in a non-equilibrium geometry.

Spin multiplicity = 3
Total charge = +2
HOMO-LUMO gap (alpha / beta) = 7.24 / 4.81 eV

```
82
C30H45BrN2NiP2S, DFT the ωB97M-V functional and the def2-TZVPD basis
N -5.2320 1.6598 -2.4335
C -5.0534 2.1848 -1.2224
C -3.8084 2.1573 -0.5715
C -2.7116 1.6250 -1.2766
C -2.9101 1.0780 -2.5541
C -4.2033 1.1278 -3.0872
C -1.3728 1.7983 -0.7018
Ni -0.3783 0.3544 -0.0764
P 1.5903 -0.0847 0.0752
C -0.1533 1.5933 -1.4923
C 0.7873 2.7313 -1.6872
C 1.6319 2.7503 -2.8123
C 2.7039 3.6373 -2.8894
C 2.8525 4.6324 -1.8924
C 1.9001 4.7305 -0.8631
C 0.8847 3.7761 -0.7450
Br 4.2436 5.8087 -1.9298
H -1.3512 2.6335 0.0003
H -0.2265 0.9410 -2.3782
H -3.6981 2.5481 0.4369
H -2.0948 0.6526 -3.1399
H -5.9086 2.6443 -0.7324
H -4.3884 0.7194 -4.0765
H 1.4426 2.0558 -3.6324
H 0.1876 3.8412 0.0985
H 3.4213 3.5589 -3.7058
H 1.9378 5.5487 -0.1537
P -1.3164 -1.9228 -0.4181
C 2.5525 1.2502 0.8649
C 3.9883 1.3665 0.3680
H 2.5545 1.0477 1.9454
H 1.9860 2.1900 0.7150
H 4.4222 2.3320 0.6690
H 4.6301 0.5966 0.8235
H 4.0777 1.2990 -0.7248
C 2.2587 -0.4706 -1.6289
C 3.5233 -1.3186 -1.8295
H 2.4103 0.5036 -2.1312
H 1.4169 -0.9619 -2.1537
H 3.6188 -1.5941 -2.8931
H 4.4297 -0.7536 -1.5911
H 3.5105 -2.2606 -1.2770
C 1.8066 -1.5066 1.2155
C 2.6885 -1.4346 2.4637
H 2.0953 -2.3804 0.6014
H 0.7588 -1.6827 1.5407
H 2.3360 -2.1680 3.2045
H 3.7225 -1.7103 2.2224
H 2.6855 -0.4765 2.9789
C -1.4723 -2.9677 1.1005
C -1.8455 -4.4232 0.8371
H -2.2102 -2.4737 1.7476
H -0.5206 -2.9303 1.6403
H -2.7700 -4.5317 0.2587
H -1.0441 -4.9432 0.2981
H -1.9851 -4.9421 1.7930
C -0.4441 -2.9651 -1.6754
C -0.5834 -2.5269 -3.1277
H -0.8291 -3.9856 -1.5516
H 0.6099 -2.9854 -1.3708
H -1.6309 -2.5377 -3.4485
H -0.1852 -1.5238 -3.3151
H -0.0301 -3.2262 -3.7693
C -3.0205 -2.0225 -1.0960
C -4.1215 -1.5200 -0.1753
H -3.1913 -3.0779 -1.3697
H -3.0183 -1.4428 -2.0336
H -4.1864 -0.4272 -0.2004
H -5.0838 -1.9249 -0.5221
H -3.9767 -1.8197 0.8662
S -1.6233 0.3310 1.9508
C -0.6470 0.3364 3.3575
N -0.8955 -0.6240 4.3209
C -0.1024 -0.7948 5.4204
C 0.9570 0.0622 5.6326
C 1.2010 1.0886 4.7131
C 0.3656 1.2544 3.6159
H -1.6862 -1.2489 4.1713
H -0.3880 -1.6023 6.1001
H 1.5881 -0.0778 6.5145
H 2.0457 1.7517 4.8752
H 0.4751 2.0727 2.9193
```

What are the Mulliken partial charges on each atom? They are as follows, in elementary charge units: -0.531, -0.482, -0.321, 0.879, -0.126, -0.397, -0.743, -0.216, 0.658, -1.262, 1.046, -0.392, -0.547, -0.202, -0.639, -0.604, -0.085, 0.892, 0.728, 0.445, 0.478, 0.414, 0.426, 0.488, 0.332, 0.475, 0.496, 0.611, 0.301, -1.495, 0.179, 0.049, 0.436, 0.281, 0.247, 0.277, -1.537, 0.001, -0.264, 0.474, 0.339, 0.324, 1.194, -1.428, 0.553, -1.156, 0.440, 0.385, 0.250, -0.245, -1.491, 0.242, 0.381, 0.364, 0.345, 0.424, -0.911, -1.195, 0.693, 0.193, 0.346, 0.194, 0.376, -0.718, -0.888, 0.752, 0.288, 0.056, 0.400, 0.255, -0.160, 0.040, 0.038, -0.410, -0.405, -0.539, -0.249, 0.313, 0.435, 0.428, 0.416, 0.566

DFT (the ωB97M-V functional and the def2-TZVPD basis) results for a molecular structure, C22H27CoN6OS.

Total charge = +2
HOMO-LUMO gap = 7.44 eV

```
58
C22H27CoN6OS, DFT the ωB97M-V functional and the def2-TZVPD basis
Co 0.0105 0.8320 -0.0234
C -3.5320 -3.5359 -0.4191
C -3.9253 -2.3430 0.4381
N -2.8626 -1.9466 1.3620
C -1.8591 -1.1311 1.0830
S -1.8009 -0.3505 -0.4810
N -0.9443 -0.9358 2.0237
N 0.0535 -0.1267 1.6306
C 1.0247 0.1567 2.4413
C 1.1566 -0.4062 3.8138
C 2.0179 1.0940 1.8925
C 3.1662 1.4780 2.5678
C 4.0497 2.3530 1.9527
C 3.7698 2.8232 0.6781
C 2.6024 2.4059 0.0652
N 1.7481 1.5685 0.6569
H -4.3383 -3.7781 -1.1106
H -3.3402 -4.4141 0.1971
H -2.6345 -3.3189 -1.0010
H -4.8023 -2.5667 1.0430
H -4.1745 -1.4782 -0.1775
H -2.8059 -2.4092 2.2587
H 0.3011 -1.0288 4.0512
H 1.2359 0.3919 4.5542
H 2.0648 -1.0100 3.8858
H 3.3683 1.0920 3.5564
H 4.9519 2.6609 2.4638
H 4.4377 3.4999 0.1652
H 2.3346 2.7492 -0.9278
O -0.9042 2.2717 0.9686
C -0.8523 3.5481 0.3120
C -0.8685 3.2626 -1.1614
C -1.2974 4.2122 -2.0710
C -1.3657 3.8783 -3.4120
C -1.0348 2.5867 -3.7960
C -0.6118 1.6978 -2.8327
N -0.4914 2.0293 -1.5377
H -0.9129 2.3527 1.9299
H 0.0548 4.0857 0.6031
H -1.7237 4.1373 0.5944
H -1.5930 5.1930 -1.7236
H -1.7005 4.6028 -4.1418
H -1.1136 2.2650 -4.8243
H -0.3917 0.6753 -3.1084
N 1.0796 -0.4296 -1.1272
C 0.9724 -1.8893 -1.0128
C 1.3767 -2.5373 0.1415
C 1.2734 -3.9188 0.2110
C 0.7697 -4.6400 -0.8623
C 0.3809 -3.9799 -2.0183
C 0.4863 -2.5993 -2.0973
H 0.8816 -0.2043 -2.0974
H 2.0542 -0.1697 -0.9873
H 1.7856 -1.9827 0.9738
H 1.5944 -4.4337 1.1063
H 0.6931 -5.7168 -0.8022
H 0.0013 -4.5371 -2.8637
H 0.1843 -2.0856 -3.0038
```

What are the Mulliken partial charges on each atom? They are as follows, in elementary charge units: -0.733, -0.711, -0.643, -0.167, 0.524, -0.427, -1.633, 1.597, 1.130, -1.946, 0.769, -0.924, -0.598, -0.850, -0.210, 0.154, 0.369, 0.334, 0.106, 0.391, 0.310, 0.276, 0.406, 0.427, 0.377, 0.548, 0.455, 0.482, 0.463, -0.264, -0.730, 0.604, -0.972, -0.340, -0.926, 0.062, 0.804, 0.379, 0.290, 0.577, 0.508, 0.452, 0.491, 0.299, 0.078, 0.465, -0.078, -0.834, -0.570, -0.766, -0.533, 0.286, 0.417, 0.389, 0.439, 0.445, 0.444, 0.308

DFT (the ωB97M-V functional and the def2-TZVPD basis) results for a molecular structure, C52H78CaF3O38 in a non-equilibrium geometry.

Total charge = +1
HOMO-LUMO gap = 9.21 eV

```
172
C52H78CaF3O38, DFT the ωB97M-V functional and the def2-TZVPD basis
Ca -1.9868 -5.4919 -32.0457
C -2.3545 -3.2668 -30.1138
O -2.0106 -4.6409 -29.7198
O -2.4262 -3.2896 -31.4304
C -3.6148 -2.8452 -29.3356
F -4.2024 -1.7912 -29.9273
F -4.5342 -3.8320 -29.2714
F -3.3485 -2.4530 -28.0787
C -1.7199 -4.8922 -28.3556
C -1.5647 -6.3930 -28.1777
H -1.7617 -6.5978 -27.1215
H -2.3350 -6.9863 -28.6686
H -0.5757 -6.7647 -28.4414
H -2.5065 -4.5359 -27.6956
H -0.8090 -4.3773 -28.0179
H -1.5183 -2.6174 -29.7970
C -5.6838 0.1858 -27.7146
C -6.5170 0.9248 -26.7133
C -5.9712 2.3262 -26.3814
O -7.0240 3.2204 -26.7348
C -8.1198 2.5233 -27.1182
O -9.1748 3.0077 -27.3556
O -7.8324 1.2057 -27.2117
H -5.5071 0.7634 -28.6243
H -6.1338 -0.7571 -28.0357
H -4.7111 -0.0716 -27.2852
H -6.6592 0.3975 -25.7682
H -5.0818 2.6129 -26.9419
H -5.7332 2.4375 -25.3237
C -8.0851 -1.8807 -30.8626
C -6.8509 -1.6840 -31.7048
C -6.0307 -2.9537 -31.9837
O -6.3129 -3.2193 -33.3693
C -6.8955 -2.1378 -33.9336
O -7.1024 -2.0541 -35.1059
O -7.1910 -1.2166 -33.0106
H -7.8840 -2.1221 -29.8207
H -8.6810 -2.7364 -31.2181
H -8.7756 -1.0460 -30.9874
H -6.2099 -0.9585 -31.2021
H -6.2620 -3.8144 -31.3651
H -4.9711 -2.6978 -31.9568
C -1.7889 -12.2838 -30.6662
C -1.5875 -10.9992 -29.8970
C -0.1113 -10.6178 -29.6821
O -0.0349 -9.2538 -30.1106
C -1.1906 -8.8907 -30.6711
O -1.4271 -7.7831 -31.0606
O -2.0628 -9.9024 -30.7014
H -1.4810 -13.1476 -30.0783
H -1.2302 -12.2312 -31.6003
H -2.8474 -12.4116 -30.8920
H -2.1050 -11.0161 -28.9384
H 0.5432 -11.2637 -30.2728
H 0.2504 -10.6487 -28.6574
C 2.4581 -3.3601 -28.0688
C 2.7385 -4.1064 -29.3419
C 2.9393 -5.6248 -29.1466
O 2.0370 -6.2300 -30.0599
C 1.2028 -5.3021 -30.5418
O 0.2471 -5.5467 -31.2238
O 1.5723 -4.0726 -30.1983
H 3.2847 -3.5025 -27.3671
H 1.5982 -3.8239 -27.5728
H 2.2544 -2.3036 -28.2215
H 3.5847 -3.6914 -29.8881
H 2.7186 -5.9266 -28.1222
H 3.9737 -5.9120 -29.3259
C 1.1510 -6.7416 -26.1162
C 2.2933 -6.7207 -25.1430
C 2.6245 -8.1022 -24.5518
O 4.0308 -8.2693 -24.7713
C 4.5168 -7.2391 -25.5003
O 5.6491 -7.1101 -25.8219
O 3.5278 -6.3743 -25.8090
H 1.2643 -7.4186 -26.9657
H 0.9695 -5.7379 -26.5030
H 0.2487 -7.0824 -25.6024
H 2.1135 -5.9373 -24.4122
H 2.1253 -8.8944 -25.1107
H 2.4309 -8.1951 -23.4865
C -6.1537 -4.4594 -37.4473
C -4.7523 -4.2530 -36.9213
C -4.4293 -2.8305 -36.4580
O -3.8120 -3.0143 -35.1875
C -3.9198 -4.2857 -34.8088
O -3.4777 -4.7278 -33.7788
O -4.5421 -5.0282 -35.7179
H -6.8853 -4.0870 -36.7275
H -6.3122 -5.5014 -37.7072
H -6.2917 -3.8292 -38.3298
H -4.0626 -4.6239 -37.6841
H -5.3530 -2.2595 -36.3580
H -3.7896 -2.3058 -37.1644
C -2.6316 -0.0712 -34.7509
C -3.4528 -0.1227 -33.4985
C -2.6620 0.2894 -32.2147
O -3.5939 1.1218 -31.5229
C -4.6500 1.4147 -32.3005
O -5.5719 2.0817 -31.9695
O -4.5116 0.8298 -33.5098
H -3.3682 -0.0243 -35.5633
H -1.9960 -0.9385 -34.9022
H -2.0572 0.8471 -34.8711
H -3.8705 -1.1024 -33.2614
H -1.7375 0.8469 -32.3682
H -2.4540 -0.5930 -31.6088
C -4.1848 -4.5459 -25.5120
C -5.6754 -4.3148 -25.4885
C -6.1227 -2.8474 -25.6937
O -7.0396 -2.9002 -26.7727
C -7.0935 -4.1274 -27.3022
O -7.7309 -4.4215 -28.2640
O -6.2781 -4.9728 -26.6314
H -3.7578 -4.5951 -24.5113
H -3.7080 -3.7869 -26.1240
H -3.9821 -5.5154 -25.9724
H -6.1796 -4.6940 -24.5979
H -5.2748 -2.2452 -26.0293
H -6.5404 -2.4009 -24.7958
C 1.9872 -0.6818 -23.0411
C 2.0402 -1.6522 -24.1997
C 2.2956 -3.1271 -23.7840
O 1.1085 -3.8026 -24.1898
C 0.3256 -2.9880 -24.9342
O -0.6380 -3.3397 -25.5318
O 0.7780 -1.7200 -24.8660
H 1.8897 0.3495 -23.3823
H 2.9225 -0.7592 -22.4866
H 1.1147 -0.8795 -22.4172
H 2.8332 -1.3503 -24.8877
H 2.4586 -3.2108 -22.7133
H 3.1193 -3.5412 -24.3646
C -0.3476 -0.5475 -28.5386
C -0.2272 0.2808 -27.2857
C -0.1211 1.8135 -27.5192
O -1.1541 2.3604 -26.7133
C -1.8625 1.3773 -26.1143
O -2.7913 1.5636 -25.3977
O -1.4256 0.1672 -26.5175
H -1.3216 -0.3758 -28.9980
H -0.2817 -1.6117 -28.3004
H 0.4690 -0.3125 -29.2236
H 0.6363 0.0117 -26.6770
H -0.2662 2.0847 -28.5645
H 0.8331 2.1844 -27.1511
C -5.1533 -10.2975 -23.9785
C -5.0077 -9.6462 -25.3348
C -4.6280 -8.1685 -25.3564
O -3.6955 -8.0637 -26.4250
C -3.1474 -9.2928 -26.6275
O -2.1224 -9.4881 -27.2047
O -3.8476 -10.2336 -25.9868
H -6.0892 -9.9941 -23.5066
H -4.2995 -10.0871 -23.3420
H -5.2752 -11.3664 -24.1602
H -5.8711 -9.8508 -25.9692
H -4.2388 -7.7711 -24.4164
H -5.4909 -7.5443 -25.6005
C -8.0772 -8.2892 -30.7170
C -7.1416 -7.1284 -30.4872
C -6.2298 -7.2758 -29.2655
O -4.9297 -6.9356 -29.7545
C -4.9493 -6.9491 -31.0878
O -3.9728 -6.8075 -31.7719
O -6.1719 -7.1470 -31.5687
H -8.4901 -8.2958 -31.7239
H -8.9185 -8.2428 -30.0224
H -7.5549 -9.2360 -30.5714
H -7.6734 -6.1775 -30.4430
H -6.2659 -8.2931 -28.8594
H -6.4664 -6.6310 -28.4231
```

Here are the Mulliken charges for atoms 1 to 99, given in e: 1.441, 1.001, 1.721, -1.488, -0.374, 0.109, 0.161, 0.022, 1.805, -0.229, 0.346, -0.314, -0.122, -1.157, -0.583, -0.417, -0.668, 0.570, -0.283, -0.373, 0.540, -0.542, -0.386, 0.685, -0.178, -0.062, 0.158, 0.245, 0.297, -1.672, 1.438, 1.123, -0.211, 0.373, -0.633, -0.391, 0.208, 0.374, 0.392, -0.324, -0.225, -0.508, -1.595, 0.941, -0.486, -0.312, 0.370, -0.184, -0.321, 0.400, 0.397, 0.360, -0.069, 0.307, 0.251, -1.075, 0.145, 0.184, -0.308, 0.080, -0.591, -0.220, 0.473, -0.090, 0.493, 0.357, -0.535, 0.423, -1.122, 0.722, -0.314, -0.360, 0.565, -0.540, -0.238, 0.561, -0.381, 0.599, 0.057, 0.233, 0.337, -1.497, 0.424, -0.525, 0.082, -0.123, -0.284, -0.317, 0.332, 0.372, 0.383, 0.293, 0.271, 0.418, -1.763, 2.330, -0.150, -0.278, 0.495

Computed E_tot (Eh) in order:
-562.814300 -6442.293878 -3038.815597 -5864.810116
Computed relative energy (zero: lowest compared OMol25 entry of this formula, charge and spin) (kcal/mol) in order:
97.8 0.0 9.8 0.0